Here is C5H16N4NaO7 as an isolated structure at a distorted geometry from the Open Molecules 2025 dataset. Energies are from ωB97M-V/def2-TZVPD.

Geometry (Å):
Na: 0.548236 0.946220 0.252014
C: -1.113605 1.235816 -2.121095
O: -0.828945 0.093184 -1.523849
O: -1.712631 1.275309 -3.237729
O: -0.844836 2.283805 -1.402873
C: -3.205719 -1.589675 0.239957
O: -3.952491 -2.371872 0.847328
N: -3.677671 -0.684073 -0.667965
N: -1.855263 -1.508060 0.388577
H: -4.672075 -0.622907 -0.757629
H: -3.030897 -0.226079 -1.315952
H: -1.376795 -0.801922 -0.179064
H: -1.316998 -2.144194 0.941228
C: 2.049558 -1.647463 -0.976354
O: 2.161355 -0.786085 -0.099674
N: 2.297150 -1.419877 -2.296370
N: 1.608348 -2.911943 -0.677512
H: 1.990787 -2.125151 -2.929440
H: 2.592205 -0.504890 -2.569690
H: 1.439375 -3.542881 -1.433332
H: 1.272128 -3.138697 0.235116
C: -1.429570 0.853461 2.851956
O: -0.019323 1.008663 2.724454
H: -1.922716 1.117879 1.910307
H: -1.714916 -0.184451 3.023101
H: -1.863162 1.525018 3.594592
H: 0.321218 1.589991 3.402895
C: 3.062598 2.389084 0.643171
O: 2.421479 2.453307 -0.603633
H: 3.322077 1.376578 0.969147
H: 3.976974 3.000852 0.662711
H: 2.427742 2.882586 1.384190
H: 3.046385 2.178467 -1.278585

Cartesian forces, eV/Å:
Na -0.60 0.30 -1.04
C -0.90 1.08 0.71
O 0.47 -1.25 0.12
O 0.57 -0.27 0.46
O 0.42 0.07 -0.13
C -0.33 -0.27 -0.01
O 0.45 0.29 0.00
N 0.36 -0.01 0.10
N 0.04 0.13 0.32
H 0.00 -0.04 -0.22
H -0.20 -0.02 0.15
H 0.26 0.09 -0.69
H -0.44 -0.30 0.12
C -0.91 0.52 0.49
O 0.37 -0.24 -0.23
N 0.46 -0.65 1.21
N 0.65 0.24 -0.60
H -0.08 0.29 -0.67
H -0.36 0.10 -0.24
H -0.25 -0.28 0.06
H -0.08 0.21 0.11
C -0.90 0.27 -0.57
O 0.28 -0.19 -0.30
H 0.27 0.04 -0.06
H 0.25 0.02 0.33
H 0.18 -0.17 0.24
H -0.09 0.04 0.10
C 0.74 0.71 0.55
O -0.11 -0.11 0.07
H -0.19 -0.05 -0.09
H 0.06 -0.19 -0.11
H -0.26 -0.29 -0.10
H -0.13 -0.08 -0.09

Calculated values
E_tot ... -1108.284089 Eh
LUMO energy ... 1.894 eV
Charge ... -1
Molecular weight ... 267.19 g mol⁻¹
E_HOMO ... -2.5 eV
HOMO-LUMO gap ... 4.375 eV

Charges in e, computed with natural (NBO), in the same order as the atoms: Na 0.916; C 0.931; O -1.022; O -0.849; O -0.938; C 0.771; O -0.737; N -0.862; N -0.890; H 0.386; H 0.451; H 0.444; H 0.370; C 0.806; O -0.735; N -0.817; N -0.835; H 0.390; H 0.415; H 0.381; H 0.407; C -0.266; O -0.756; H 0.208; H 0.187; H 0.163; H 0.475; C -0.269; O -0.698; H 0.178; H 0.156; H 0.175; H 0.467

Here is one molecule with the formula C17H17FN8S at a distorted geometry from the Open Molecules 2025 dataset. Energies are from ωB97M-V/def2-TZVPD.

Geometry (Å):
C: 2.590664 -2.265898 2.523411
C: 1.725258 -2.336649 1.286839
C: 2.062161 -3.113646 0.234056
S: 0.998808 -3.067355 -1.128518
C: -0.096866 -2.066862 -0.245153
C: -1.348147 -1.509101 -0.301322
N: -2.234435 -1.362245 -1.434174
C: -1.840227 -1.350264 -2.739206
C: -0.647794 -0.963720 -3.263292
N: -0.837811 -1.004403 -4.643576
C: 0.160725 -1.075418 -5.692673
C: -2.186718 -1.359894 -4.822975
N: -2.886276 -1.531355 -3.690590
N: -1.986784 -0.703939 0.484843
C: -1.276755 -0.485188 1.672232
N: -1.606515 0.642401 2.366894
C: -1.499233 1.961092 1.767611
C: -2.415232 3.017857 2.458185
C: 0.033513 2.421879 1.828154
N: 0.861599 2.405017 0.695777
C: 2.172802 2.851368 0.948351
C: 2.668619 3.177151 2.154072
F: 3.916564 3.411480 2.441671
C: 1.804462 3.065665 3.247896
N: 0.484658 2.744151 3.027915
N: -0.159495 -0.966938 1.955686
C: 0.474815 -1.792840 1.039728
H: 2.009149 -2.497834 3.301216
H: 2.972448 -1.266104 2.769999
H: 3.500927 -2.843401 2.639982
H: 2.880979 -3.781463 0.275545
H: -3.206217 -1.116779 -1.210620
H: 0.264296 -0.668625 -2.730592
H: 0.911536 -1.746178 -5.378981
H: 0.674327 -0.133189 -5.835613
H: -0.205533 -1.449147 -6.585628
H: -2.684438 -1.474647 -5.776272
H: -1.233130 0.608507 3.315056
H: -1.960959 1.834291 0.753026
H: -3.443977 2.604848 2.227599
H: -2.210403 2.964726 3.561296
H: -2.175054 3.974914 2.114350
H: 2.795438 3.053550 0.090652
H: 2.178252 3.194186 4.297146

Cartesian forces, eV/Å:
C 1.43 1.88 -1.80
C 2.24 -1.49 -0.21
C -0.29 0.16 -0.33
S -0.36 -0.22 0.06
C 1.81 -0.08 2.67
C -4.58 2.13 -5.35
N 1.27 -2.47 -0.17
C -2.29 0.39 -0.23
C 0.37 -0.41 -0.21
N -2.52 -0.72 -0.63
C 0.60 1.12 1.94
C 0.10 0.34 1.19
N 3.83 0.36 -0.87
N 2.02 0.69 6.20
C -2.40 2.21 -3.52
N -1.80 0.96 2.39
C 0.37 0.47 -0.83
C -0.13 -3.60 1.28
C 1.20 -0.32 -2.37
N 0.78 1.31 2.63
C -2.76 -0.59 -2.44
C -2.34 -0.97 3.03
F 1.92 0.69 -0.47
C -1.89 -0.59 -0.59
N 1.61 0.40 1.40
N 4.52 -3.11 0.20
C -2.77 1.79 0.79
H -2.30 -0.96 3.28
H -0.47 0.21 -0.47
H -0.11 -0.71 -0.96
H 0.84 -0.41 -0.50
H 1.10 -0.16 -0.15
H -0.48 -0.16 -0.68
H 0.98 -0.99 0.40
H -0.19 0.42 -0.18
H -1.13 -0.46 -1.68
H 0.53 0.11 -0.22
H 0.10 0.15 -0.42
H 1.33 0.28 0.47
H 0.93 1.15 0.46
H -0.40 0.19 -0.93
H -0.10 1.51 -0.69
H 0.06 -0.53 -0.40
H -0.62 0.01 -1.10

Calculated values
E_tot ... -1594.022129 Eh
LUMO energy ... 0.110 eV
Molecular weight ... 384.44 g mol⁻¹
E_HOMO ... -7.3 eV
HOMO-LUMO gap ... 7.445 eV

Charges in e, computed with natural (NBO), in the same order as the atoms: C -0.624; C -0.070; C -0.339; S 0.458; C -0.376; C 0.420; N -0.591; C 0.255; C -0.195; N -0.349; C -0.391; C 0.186; N -0.465; N -0.492; C 0.570; N -0.626; C -0.069; C -0.602; C 0.394; N -0.412; C -0.017; C 0.283; F -0.296; C 0.036; N -0.474; N -0.513; C 0.218; H 0.222; H 0.225; H 0.222; H 0.232; H 0.430; H 0.234; H 0.201; H 0.200; H 0.213; H 0.196; H 0.389; H 0.239; H 0.225; H 0.215; H 0.212; H 0.209; H 0.217

Here is an isolated ion of composition C4H11N4 and charge +1 at a distorted geometry from the Open Molecules 2025 dataset. Energies are from ωB97M-V/def2-TZVPD.

Geometry (Å):
C: 0.931109 -0.527979 0.140891
C: -1.023002 1.494815 0.236827
C: 1.728800 -1.738799 -0.001723
C: -2.549605 -0.357582 -0.429931
N: -0.292008 -0.732584 0.446899
N: 1.384575 0.675703 -0.148916
N: 2.585272 1.225417 -0.057000
N: -1.446582 0.170256 0.435344
H: -0.715810 2.104540 1.079822
H: -1.267941 2.161014 -0.615258
H: 1.261614 -2.490549 0.793666
H: 2.762472 -1.513983 -0.130823
H: 1.286213 -2.133404 -0.948762
H: -3.491021 0.215935 -0.377388
H: -2.301952 -0.317653 -1.527554
H: -2.938506 -1.444934 -0.278265
H: 3.131125 1.598524 -0.869348
H: 2.820254 1.586273 0.852636
H: -1.865001 0.024986 1.398882

Cartesian forces, eV/Å:
C -0.40 2.61 0.54
C -1.15 3.32 -0.37
C -2.41 -2.40 0.38
C -1.63 -1.59 -2.68
N -2.90 -3.01 0.59
N 1.99 1.26 -1.68
N 0.04 -0.41 -0.30
N -0.05 -0.86 1.18
H 0.16 -0.78 0.29
H -0.07 -1.46 0.14
H 1.92 1.47 -1.45
H 0.78 -0.47 0.45
H 0.83 -0.01 0.42
H 0.79 0.42 0.65
H 0.39 0.09 1.24
H 1.63 1.78 0.52
H -1.36 -0.32 0.78
H 0.52 -0.11 0.25
H 0.95 0.47 -0.96

Calculated values
Relative energy (zero: lowest compared OMol25 entry of this formula, charge and spin) ... 2.431 eV
Multiplicity ... 3
E_tot ... -377.533652 Eh
LUMO energy (spin up / spin down) ... -2.733 / -5.630 eV
Charge ... +1
Molecular weight ... 115.16 g mol⁻¹
E_HOMO (spin up / spin down) ... -12.3 / -13.1 eV
HOMO-LUMO gap (spin up / spin down) ... 9.558 / 7.424 eV

Charges in e, computed with natural (NBO), in the same order as the atoms: C 0.421; C -0.132; C -0.665; C -0.455; N -0.420; N -0.244; N -0.447; N -0.283; H 0.204; H 0.222; H 0.284; H 0.244; H 0.263; H 0.246; H 0.243; H 0.272; H 0.409; H 0.387; H 0.451

Here is one molecule with the formula C2H4N2S at a distorted geometry from the Open Molecules 2025 dataset. Energies are from ωB97M-V/def2-TZVPD.

Geometry (Å):
C: -0.901161 -0.102367 -1.778648
N: -0.356752 0.338782 -0.526424
C: 0.275280 0.077955 0.502191
N: 1.016621 0.149376 1.494354
S: 1.027161 -0.066203 3.150663
H: -0.868108 0.879100 -2.325648
H: -0.462099 -1.004073 -2.056603
H: -1.998552 -0.101209 -1.596553
H: 2.267611 -0.171360 3.136667

Cartesian forces, eV/Å:
C -1.94 3.64 1.91
N 1.79 -0.34 3.44
C -0.62 0.89 -0.77
N -0.83 -0.12 -2.18
S -3.23 0.09 -0.28
H 0.69 -1.63 -0.84
H 0.49 -1.22 -1.39
H 0.49 -1.00 -0.30
H 3.16 -0.30 0.42

Calculated values
Relative energy (zero: lowest compared OMol25 entry of this formula, charge and spin) ... 2.107 eV
E_tot ... -586.216951 Eh
LUMO energy ... 0.760 eV
Molecular weight ... 88.14 g mol⁻¹
E_HOMO ... -8.2 eV
HOMO-LUMO gap ... 8.957 eV

Charges in e, computed with natural (NBO), in the same order as the atoms: C -0.420; N -0.507; C 0.650; N -0.725; S 0.259; H 0.229; H 0.212; H 0.213; H 0.090

Here is a 3-piece molecular cluster, C21H21N2O4P overall at a distorted geometry from the Open Molecules 2025 dataset. Energies are from ωB97M-V/def2-TZVPD.

Geometry (Å):
C: 1.916802 5.993838 -1.389207
C: 1.428923 4.960960 -0.698299
C: 1.418151 3.557454 -1.136389
C: 0.434015 2.694451 -0.804016
P: -1.015408 3.044780 0.252166
C: -1.689667 4.659591 -0.316197
O: -2.163502 1.969004 -0.233873
C: 0.601760 1.285963 -1.298881
O: -0.300249 0.613363 -1.738305
C: 2.005903 0.769627 -1.270399
C: 2.254581 -0.652699 -0.868700
C: 2.359004 -0.738793 0.652494
O: 2.142479 -1.734541 1.274267
C: 2.967706 1.630766 -1.607598
C: 2.566727 3.021902 -1.946080
O: 3.105360 3.656745 -2.820975
H: 2.554799 5.862472 -2.251030
H: 1.663733 7.000944 -1.080937
H: 0.977488 5.157829 0.269658
H: -1.436065 5.390471 0.452359
H: -1.228349 4.997117 -1.242786
H: -2.774526 4.619660 -0.378419
H: -2.363515 2.111614 -1.170736
H: 1.459469 -1.319884 -1.193816
H: 3.233696 -0.959895 -1.242000
H: 2.677252 0.191420 1.157559
H: 4.008345 1.334401 -1.647666
C: 0.295117 -4.910518 -0.229556
C: 1.536303 -4.329961 -0.438519
C: 2.444834 -5.006620 -1.240021
N: 2.198307 -6.180825 -1.817911
C: 1.001576 -6.722444 -1.603697
C: 0.018815 -6.131682 -0.823212
H: -0.444514 -4.417114 0.389013
H: 1.790260 -3.374974 0.011214
H: 3.428224 -4.589316 -1.432503
H: 0.825643 -7.679210 -2.083473
H: -0.936914 -6.619049 -0.685848
C: -3.539500 -1.962485 2.570648
C: -4.068338 -1.616703 3.803741
C: -4.048451 -0.281111 4.176612
N: -3.546187 0.691311 3.418566
C: -3.039331 0.343876 2.234705
C: -3.014585 -0.962981 1.768089
H: -3.537252 -2.994123 2.241460
H: -4.487835 -2.363793 4.463682
H: -4.455101 0.030601 5.132876
H: -2.633619 1.143647 1.625136
H: -2.592363 -1.185105 0.796819

Cartesian forces, eV/Å:
C -0.01 -0.18 0.24
C 0.05 0.31 -0.30
C 0.12 -0.11 0.47
C -0.18 0.17 -0.71
P -0.20 -0.15 1.07
C 0.60 0.14 -0.06
O 0.29 0.66 -0.60
C 0.01 0.10 -0.01
O 0.00 -0.08 0.09
C 0.44 -0.07 -0.13
C -0.08 0.47 0.35
C 0.03 0.25 -0.27
O -0.07 -0.23 0.34
C -0.36 -0.31 0.28
C -0.01 0.04 0.01
O 0.21 0.07 0.09
H -0.37 -0.01 -0.26
H 0.41 0.01 0.22
H -0.40 -0.04 -0.18
H -0.06 0.04 -0.01
H -0.28 -0.01 -0.16
H -0.03 -0.16 -0.09
H -0.12 -0.43 0.04
H 0.12 -0.09 -0.20
H -0.09 -0.22 -0.16
H 0.06 0.08 0.06
H 0.04 0.13 -0.29
C -0.03 0.00 0.01
C 0.00 0.07 -0.05
C 0.03 -0.03 -0.04
N -0.03 0.03 0.03
C 0.04 -0.04 -0.04
C 0.01 0.03 0.02
H 0.01 0.00 0.00
H -0.04 -0.33 -0.05
H -0.01 0.03 0.03
H -0.04 0.00 0.01
H 0.00 -0.02 -0.01
C 0.01 -0.03 -0.02
C 0.01 0.00 -0.02
C 0.00 0.07 0.01
N 0.02 -0.06 -0.04
C 0.04 0.09 0.09
C 0.00 -0.03 0.01
H 0.00 0.00 0.00
H -0.01 0.01 0.01
H -0.01 -0.04 0.01
H -0.14 -0.19 0.21
H 0.00 0.03 -0.01

Calculated values
E_tot ... -1564.563121 Eh
LUMO energy ... -1.436 eV
Molecular weight ... 396.38 g mol⁻¹
E_HOMO ... -8.8 eV
HOMO-LUMO gap ... 7.379 eV

Charges in e, computed with natural (NBO), in the same order as the atoms: C -0.321; C -0.250; C -0.086; C -0.408; P 1.111; C -0.977; O -0.957; C 0.525; O -0.496; C -0.037; C -0.558; C 0.461; O -0.501; C -0.243; C 0.520; O -0.499; H 0.227; H 0.202; H 0.211; H 0.242; H 0.241; H 0.254; H 0.493; H 0.268; H 0.251; H 0.114; H 0.233; C -0.169; C -0.274; C 0.030; N -0.418; C 0.030; C -0.262; H 0.215; H 0.242; H 0.186; H 0.191; H 0.217; C -0.176; C -0.266; C 0.032; N -0.421; C 0.029; C -0.254; H 0.213; H 0.217; H 0.189; H 0.211; H 0.220